a | A 2-piece molecular cluster, C3H4FN overall, computed with ωB97M-V/def2-TZVPD.

Last column: Löwdin charge in e.
Positions of all 9 atoms, in Å:
F1 2.543 -1.063 -0.189  -0.017
N1 -3.486 -0.615 0.269  0.056
C1 1.049 0.792 -0.047  0.003
C2 -2.577 -0.240 -0.325  -0.086
C3 1.492 -0.398 0.351  -0.223
H1 1.064 -1.147 1.089  0.130
H2 -1.749 0.049 -0.897  0.020
H3 0.141 1.267 0.509  0.096
H4 1.522 1.355 -0.759  0.022

For the LUMO energy, the calculation gives 0.03226 Ha. The calculation puts the HOMO energy at -0.388 hartree. Its SMILES is C=CF.C#N.

b | C3H4FN as an isolated structure, computed with ωB97M-V/def2-TZVPD.

Last column: Löwdin charge in e.
Positions of all 9 atoms, in Å:
F1 -1.954 -0.126 -0.238  -0.050
N1 1.301 0.530 -0.381  0.071
C1 0.282 1.144 0.107  -0.114
C2 -0.697 -0.032 0.411  -0.202
C3 0.536 -0.818 -0.298  -0.097
H1 -0.969 -0.225 1.380  0.100
H2 0.243 -0.960 -1.345  0.100
H3 1.115 -1.671 0.199  0.119
H4 0.142 2.157 0.166  0.072

For the LUMO energy, the calculation gives 0.03453 Ha. The calculation puts the HOMO energy at -0.389 hartree.

Which of them is the least stable? Correct choice: b.

a | A single C3H4FN molecule, computed with ωB97M-V/def2-TZVPD.

Last column: Löwdin charge in e.
Positions of all 9 atoms, in Å:
F1 -2.804 -0.535 -0.538  -0.057
N1 0.921 -0.100 -0.147  -0.087
C1 -1.534 -0.109 -0.857  -0.033
C2 1.833 0.330 0.550  -0.047
C3 -0.370 -0.200 0.228  -0.129
H1 -1.475 0.070 -1.919  0.081
H2 2.771 0.264 0.062  0.066
H3 -0.844 -0.604 1.176  0.112
H4 1.501 0.886 1.446  0.094

For the LUMO energy (spin up / spin down), the calculation gives 0.00300 / 0.00314 Ha. The calculation puts the HOMO energy (spin up / spin down) at -0.301 / -0.300 hartree. Its SMILES is C=N/C=C/F.

b | C3H4FN as an isolated structure, computed with ωB97M-V/def2-TZVPD.

Last column: Löwdin charge in e.
Positions of all 9 atoms, in Å:
F1 0.136 0.498 1.581  0.004
N1 -0.469 -2.688 0.657  0.051
C1 0.488 0.149 0.332  -0.284
C2 -0.046 -1.698 0.372  -0.145
C3 -0.311 0.815 -0.634  -0.066
H1 1.659 0.019 0.412  0.173
H2 -1.277 1.050 -0.340  0.084
H3 0.201 1.714 -0.927  0.097
H4 -0.381 0.140 -1.451  0.086

For the LUMO energy, the calculation gives 0.02111 Ha. The calculation puts the HOMO energy at -0.434 hartree.

c | C3H4FN as an isolated structure, computed with ωB97M-V/def2-TZVPD.

Last column: Löwdin charge in e.
Positions of all 9 atoms, in Å:
F1 0.274 -1.814 -0.244  0.045
N1 2.766 0.880 0.160  0.037
C1 -1.056 0.254 -0.343  -0.027
C2 1.747 0.341 0.163  -0.133
C3 0.087 -0.619 0.326  -0.218
H1 -0.951 1.384 -0.132  0.121
H2 0.185 -0.488 1.349  0.079
H3 -1.975 -0.112 0.068  0.068
H4 -1.077 0.174 -1.347  0.028

For the LUMO energy, the calculation gives 0.02065 Ha. The calculation puts the HOMO energy at -0.433 hartree.

Which of them is the least stable? Correct choice: a.

a | An isolated ion of composition CH2NO2S3 and charge -1, computed with ωB97M-V/def2-TZVPD.

Last column: Löwdin charge in e.
Positions of all 9 atoms, in Å:
S1 1.138 1.343 0.379  0.538
S2 -1.547 0.181 -0.010  0.401
S3 2.277 -1.416 0.030  0.618
O1 -2.652 -0.318 -0.772  -0.432
O2 -1.699 0.529 1.397  -0.436
N1 -0.401 -0.936 -0.199  -0.278
C1 0.964 -0.240 0.203  -1.316
H1 -1.329 1.319 -0.675  0.018
H2 3.249 -0.462 -0.353  -0.113

For the LUMO energy, the calculation gives 0.11338 Ha. The calculation puts the HOMO energy at -0.170 hartree. As for the charge: -1. Its SMILES is O=[S@H]([O-])=NC(=S)S.

b | An isolated ion of composition CH2NO2S3 and charge -1, computed with ωB97M-V/def2-TZVPD.

Last column: Löwdin charge in e.
Positions of all 9 atoms, in Å:
S1 1.791 1.804 -0.772  0.661
S2 -1.108 -1.050 -0.258  0.520
S3 0.658 0.677 1.659  0.492
O1 -0.697 -2.214 -1.071  -0.431
O2 -2.543 -0.755 -0.181  -0.427
N1 -0.255 0.180 -0.854  -0.263
C1 0.660 0.728 0.045  -1.393
H1 -0.883 -1.383 1.021  0.016
H2 2.377 2.014 0.412  -0.175

For the LUMO energy, the calculation gives 0.11588 Ha. The calculation puts the HOMO energy at -0.172 hartree. As for the charge: -1. Its SMILES is O=[S@H]([O-])=NC(=S)S.

Which of them is the least stable? Correct choice: a.

a | A single C4H8Cl2Si molecule, computed with ωB97M-V/def2-TZVPD.

Last column: Löwdin charge in e.
Positions of all 15 atoms, in Å:
Cl1 2.909 -1.973 -0.243  0.217
Cl2 3.480 1.358 -0.248  0.260
Si1 2.268 -0.124 0.527  -0.149
C1 -1.663 1.008 -0.526  -0.097
C2 0.680 0.569 -0.149  -0.284
C3 -0.576 0.112 -0.079  -0.466
C4 -0.939 -1.279 0.205  -0.076
H1 -1.973 -1.398 0.526  0.084
H2 0.757 1.684 -0.194  0.060
H3 -2.670 0.475 -0.387  0.083
H4 -1.625 1.204 -1.691  0.119
H5 2.085 -0.010 2.019  -0.021
H6 -0.796 -1.871 -0.683  0.093
H7 -0.311 -1.802 0.870  0.054
H8 -1.627 2.049 0.051  0.123

For the LUMO energy, the calculation gives 0.02198 Ha. The calculation puts the HOMO energy at -0.348 hartree. Its SMILES is CC(C)=C[SiH](Cl)Cl.

b | A single C4H8Cl2Si molecule, computed with ωB97M-V/def2-TZVPD.

Last column: Löwdin charge in e.
Positions of all 15 atoms, in Å:
Cl1 0.819 -0.208 3.327  0.545
Cl2 -3.001 -0.215 1.647  0.545
Si1 -0.104 -0.021 0.242  0.639
C1 1.318 -1.156 -0.268  -0.175
C2 -0.772 1.262 -0.974  -0.175
C3 -1.297 -0.682 1.575  -0.819
C4 -0.313 0.368 2.097  -0.820
H1 1.573 -1.840 0.535  0.027
H2 -0.760 1.293 2.440  0.051
H3 -1.187 -1.672 2.001  0.051
H4 -0.028 2.021 -1.197  0.026
H5 2.204 -0.577 -0.508  0.027
H6 -1.650 1.756 -0.570  0.025
H7 1.057 -1.741 -1.145  0.026
H8 -1.054 0.790 -1.910  0.027

For the LUMO energy, the calculation gives 0.02489 Ha. The calculation puts the HOMO energy at -0.327 hartree. Its SMILES is C[Si]1(C)[C@H](Cl)[C@H]1Cl.

Which of them is the least stable? Correct choice: b.